Below is 12 unconnected molecules or ions with the total composition C6H33O12 in a non-equilibrium geometry, with properties calculated with ωB97M-V with the def2-TZVPD basis set.

**Charge**: -1
**Largest force on an atom**: 0.0296 hartree/bohr
**2S+1**: 1

Each line ends with the Löwdin charge.
CARTESIAN COORDINATES (ANGSTROEM)
1 O -3.483 3.121 1.147  -0.097
2 O 2.443 -0.687 -3.454  -0.068
3 O 4.113 1.472 1.373  -0.064
4 O 2.485 -2.119 1.000  -0.061
5 O 0.669 2.566 1.479  -0.107
6 O 0.076 -1.313 3.289  -0.089
7 O 2.172 0.287 3.453  -0.073
8 O 2.001 0.598 -0.959  -0.086
9 O 0.251 0.127 0.986  -0.354
10 O -1.187 -3.895 -1.512  -0.102
11 O 0.990 -2.731 -2.588  -0.052
12 O -1.644 2.259 2.872  -0.059
13 C -0.538 -0.634 0.149  -0.355
14 C -1.729 0.193 -2.825  -0.183
15 C -2.639 0.503 -1.910  -0.124
16 C -2.052 -0.399 0.375  -0.171
17 C -3.005 -0.481 -0.821  -0.206
18 C -1.162 1.182 -3.814  -0.098
19 H -1.876 1.155 -4.639  0.072
20 H -2.168 0.492 0.998  0.086
21 H 3.772 2.354 1.168  0.039
22 H 2.519 0.109 -3.991  0.046
23 H -4.006 -0.262 -0.438  0.099
24 H -0.467 -3.413 -1.991  -0.017
25 H 0.586 1.576 1.238  -0.016
26 H -1.843 1.671 3.599  0.061
27 H -0.050 -0.739 2.493  0.007
28 H 2.449 -0.370 -2.540  -0.001
29 H -1.420 -3.301 -0.789  -0.004
30 H 2.884 0.357 -0.646  0.037
31 H -0.283 -0.582 -0.918  0.085
32 H -4.226 2.519 1.075  0.016
33 H 3.040 -1.812 1.721  0.027
34 H -2.396 -1.197 1.052  0.104
35 H 1.679 -2.734 -1.917  0.061
36 H 0.903 -1.843 -2.954  0.022
37 H 3.527 1.306 2.127  0.002
38 H -0.714 2.352 2.605  0.010
39 H -0.081 2.986 1.047  0.041
40 H -0.369 -1.718 0.321  0.097
41 H 1.576 0.558 2.748  -0.010
42 H -0.861 2.109 -3.332  0.075
43 H -0.165 -2.224 3.109  0.045
44 H -2.747 2.695 1.636  -0.028
45 H -1.613 -0.867 -3.053  0.106
46 H 1.794 -1.454 0.891  -0.012
47 H 1.481 0.842 -0.153  0.018
48 H -0.193 0.890 -4.237  0.052
49 H 1.655 -0.414 3.887  0.023
50 H -2.950 -1.486 -1.250  0.099
51 H -2.913 1.527 -1.661  0.108

Forces on atoms 1 to 3 (eV/Å):
O 0.04 0.44 -0.38
O 0.21 0.14 -0.47
O -0.61 0.64 0.29

Below is 12 unconnected molecules or ions with the total composition C6H34NO12 in a non-equilibrium geometry, with properties calculated with ωB97M-V with the def2-TZVPD basis set.

**Charge**: -1
**Largest force on an atom**: 0.0479 hartree/bohr
**2S+1**: 1

Each line ends with the Löwdin charge.
CARTESIAN COORDINATES (ANGSTROEM)
1 O -3.043 -2.541 0.296  -0.088
2 O 2.774 4.063 -0.412  -0.064
3 O -3.449 -0.245 -1.019  -0.083
4 O 1.155 -4.463 -0.646  -0.048
5 O -0.918 -3.224 1.601  -0.137
6 O 3.110 -0.687 -1.051  -0.089
7 O 2.980 0.252 1.453  -0.071
8 O -0.147 1.687 2.268  -0.133
9 O -3.587 1.113 -3.288  -0.088
10 O 1.214 -1.854 1.506  -0.352
11 O -0.156 -0.687 3.398  -0.095
12 O 0.542 -3.892 3.780  -0.099
13 N -0.465 3.255 -1.532  -0.049
14 C -0.810 1.400 -0.029  -0.021
15 C 2.332 0.380 -1.585  -0.230
16 C -0.030 1.000 -2.415  -0.141
17 C -1.104 4.171 -0.562  -0.084
18 C 0.869 -0.094 -1.947  -0.203
19 C -0.525 1.917 -1.237  -0.355
20 H -1.427 1.765 0.779  0.078
21 H -0.057 -2.628 1.724  0.006
22 H -2.189 -2.579 0.824  0.016
23 H 0.366 -1.003 2.589  0.000
24 H -0.565 3.916 0.375  0.089
25 H -2.159 4.018 -0.366  0.076
26 H 1.242 -3.542 3.199  0.019
27 H -0.413 -1.486 3.852  0.031
28 H -3.109 -1.052 -0.573  0.001
29 H -0.064 0.796 2.709  -0.002
30 H -3.666 0.456 -0.406  0.039
31 H 2.353 -0.437 1.792  0.016
32 H 2.158 1.112 -0.795  0.099
33 H -0.636 3.478 -2.508  0.120
34 H -0.263 -3.928 3.226  0.006
35 H -3.745 0.195 -3.046  0.012
36 H 1.909 -1.903 0.847  -0.038
37 H -0.923 5.189 -0.867  0.069
38 H 0.517 -0.662 -1.077  0.091
39 H 0.923 -0.910 -2.705  0.122
40 H 2.886 -0.670 -0.111  0.006
41 H 1.370 -3.662 -0.157  0.009
42 H -0.372 0.408 0.129  0.074
43 H 1.570 -5.257 -0.315  0.034
44 H 2.196 4.621 0.107  0.020
45 H -0.618 -3.886 0.964  0.042
46 H 2.749 0.646 -2.574  0.122
47 H 2.213 3.460 -0.929  0.015
48 H -2.941 -3.337 -0.234  0.045
49 H 0.379 1.547 -3.277  0.115
50 H 3.430 0.434 2.289  0.061
51 H -0.967 0.593 -2.823  0.100
52 H 0.083 1.367 1.383  -0.051
53 H -2.971 1.389 -2.602  -0.010

Forces on atoms 1 to 3 (eV/Å):
O 0.63 -0.11 0.15
O 0.30 -0.28 -0.48
O 0.02 -0.33 -0.76

Below is 12 unconnected molecules or ions with the total composition C6H35NO12 in a non-equilibrium geometry, with properties calculated with ωB97M-V with the def2-TZVPD basis set.

**Largest force on an atom**: 0.0666 hartree/bohr
**2S+1**: 1

Each line ends with the Löwdin charge.
CARTESIAN COORDINATES (ANGSTROEM)
1 O 1.457 2.978 1.956  -0.054
2 O -0.541 0.713 -2.856  0.038
3 O 0.513 3.380 -0.783  -0.057
4 O 1.945 0.408 2.413  -0.062
5 O -1.151 2.459 3.009  -0.085
6 O 2.820 -2.152 1.628  -0.060
7 O -0.056 -1.498 -4.494  -0.045
8 O -0.255 -3.500 0.336  -0.074
9 O -1.288 0.474 4.470  -0.094
10 O 0.152 -1.879 2.664  -0.076
11 O -2.012 3.201 0.426  -0.065
12 O -0.427 -3.136 -2.283  -0.082
13 N 0.654 -0.065 -1.097  0.072
14 C -1.780 0.171 0.421  -0.032
15 C 2.678 -1.403 -1.712  -0.078
16 C -0.547 0.153 -1.775  -0.478
17 C -2.957 0.101 -1.768  -0.053
18 C 2.028 -0.028 -1.689  -0.194
19 C -1.718 -0.414 -1.010  -0.300
20 H -0.534 -3.843 -2.938  0.076
21 H 1.900 3.801 2.211  0.089
22 H 0.024 -3.363 -0.602  0.008
23 H 2.118 1.306 2.068  0.012
24 H 3.172 -3.036 1.776  0.061
25 H 0.807 3.224 0.136  0.013
26 H -0.835 -0.369 4.590  0.022
27 H -3.427 -0.607 -2.464  0.086
28 H -1.212 1.097 0.486  0.047
29 H -2.784 1.085 -2.204  0.082
30 H -1.285 2.945 -0.165  0.009
31 H 0.763 2.504 -1.127  0.028
32 H 1.885 0.352 -2.705  0.107
33 H -3.738 0.332 -1.026  0.072
34 H 0.888 -1.294 -4.518  0.060
35 H -2.168 4.135 0.260  0.068
36 H 0.882 2.788 2.721  0.055
37 H -1.105 0.684 3.526  0.003
38 H 2.089 -2.085 2.265  0.008
39 H -1.324 2.626 2.058  0.010
40 H 2.582 0.712 -1.094  0.111
41 H -2.046 2.429 3.365  0.067
42 H 3.238 -1.642 -2.616  0.077
43 H -0.512 -0.736 -4.088  0.033
44 H -1.187 -0.555 1.036  0.076
45 H 1.970 -2.252 -1.667  0.065
46 H -2.796 0.354 0.729  0.083
47 H 0.669 -1.188 2.221  -0.020
48 H -1.213 -3.426 0.262  0.049
49 H 3.102 -1.691 -0.770  0.042
50 H -0.012 -2.546 1.968  0.010
51 H -0.259 -2.447 -2.977  0.019
52 H -1.687 -1.491 -1.034  0.106
53 H 0.617 -0.663 -0.273  0.118
54 H 2.726 -0.134 2.250  0.026

Forces on atoms 1 to 3 (eV/Å):
O 0.11 0.60 0.38
O -0.45 0.18 -0.36
O 0.37 -1.21 0.46

Below is 12 unconnected molecules or ions with the total composition C6H36N8O13 in a non-equilibrium geometry, with properties calculated with ωB97M-V with the def2-TZVPD basis set.

**Largest force on an atom**: 0.1183 hartree/bohr
**2S+1**: 1

Each line ends with the Löwdin charge.
CARTESIAN COORDINATES (ANGSTROEM)
1 O 5.476 29.012 4.963  -0.030
2 O 3.514 27.408 2.356  -0.080
3 O 6.008 27.058 1.164  -0.035
4 O -0.765 28.307 3.912  0.062
5 O 1.106 27.272 6.918  -0.067
6 O 3.514 26.001 -0.564  -0.044
7 O 4.056 27.323 6.582  -0.042
8 O 0.769 24.328 0.989  -0.067
9 O 1.931 25.455 4.771  -0.104
10 O 4.017 30.324 0.911  -0.045
11 O 7.070 24.628 5.056  -0.011
12 O 2.920 22.767 1.376  0.052
13 O 0.936 22.970 4.580  0.002
14 N 4.906 24.497 5.553  0.166
15 N -0.100 21.470 3.399  0.166
16 N 5.518 25.710 3.808  0.209
17 N 4.255 21.663 2.820  0.168
18 N -1.864 26.695 4.818  0.191
19 N 1.319 20.662 4.731  0.177
20 N 5.133 22.925 1.319  0.183
21 N -2.929 28.179 3.571  0.158
22 C 2.547 27.459 3.267  -0.251
23 C 1.907 26.009 3.491  -0.204
24 C 4.006 22.501 1.815  -0.749
25 C -1.789 27.736 4.090  -0.825
26 C 5.905 24.942 4.781  -0.750
27 C 0.742 21.745 4.358  -0.716
28 H -0.986 26.276 5.090  0.114
29 H 0.988 19.774 4.381  0.123
30 H 1.253 23.573 1.322  -0.022
31 H 2.473 25.303 2.883  0.098
32 H 4.532 25.913 3.727  0.081
33 H -2.735 26.293 5.136  0.119
34 H 0.910 26.064 3.054  0.104
35 H 2.125 20.581 5.334  0.126
36 H 3.447 21.411 3.372  0.084
37 H -3.606 27.438 3.464  0.101
38 H 5.190 21.460 3.144  0.107
39 H 1.445 24.919 0.656  -0.002
40 H 2.018 27.491 7.107  -0.008
41 H 6.293 27.304 0.284  0.059
42 H 3.650 26.455 0.268  -0.008
43 H 4.732 26.673 6.391  0.012
44 H 4.270 27.835 2.766  0.063
45 H 1.333 24.719 4.920  0.043
46 H 1.157 26.606 6.232  -0.021
47 H 2.596 26.165 -0.779  0.032
48 H -2.963 29.124 3.216  0.116
49 H 6.775 27.208 1.716  0.037
50 H 5.956 22.537 1.757  0.114
51 H 3.988 24.819 5.283  0.075
52 H 3.014 27.740 4.211  0.105
53 H -0.344 22.385 3.048  0.122
54 H 5.048 23.850 6.316  0.124
55 H 4.180 31.046 1.517  0.027
56 H 3.408 29.751 1.378  0.012
57 H 6.138 26.049 3.087  0.088
58 H 4.302 28.085 6.058  -0.009
59 H 6.301 28.565 5.154  0.059
60 H 1.704 28.121 3.070  0.110
61 H 5.718 29.717 4.363  0.057
62 H 5.015 23.641 0.616  0.122
63 H -0.525 20.598 3.115  0.122

Forces on atoms 1 to 3 (eV/Å):
O -0.08 0.08 -0.33
O 2.47 0.34 -2.83
O -0.06 -0.14 0.25

Number 1: highest occupied orbital energy -0.2194 Ha. Number 2: highest occupied orbital energy -0.2007 Ha. Number 3: highest occupied orbital energy -0.3697 Ha. Number 4: highest occupied orbital energy -0.3404 Ha.